C43H78NO11S | ωB97M-V with the def2-TZVPD basis set

Last columns: bonded neighbours and bond lengths (Å).
Positions of all 134 atoms, in Å:
1 H -8.227 -2.154 1.572  C68 1.092
2 H -6.628 -4.019 -1.354  C39 1.091
3 H -5.312 5.501 -8.476  C111 1.091
4 C -1.805 0.435 -0.442  H17 1.134, O24 1.460, C44 1.581, H47 1.142
5 C -0.708 -7.449 5.860  H33 1.092, C43 1.507, H64 1.091, H78 1.092
6 H -3.871 -3.959 -5.283  C34 1.092
7 H 5.944 1.519 3.164  C84 1.092
8 H 0.878 6.493 0.957  C23 1.092
9 H 1.618 0.409 2.546  C37 1.143
10 C -6.066 -5.770 -5.414  H32 1.092, H99 1.091, C105 1.506, H130 1.092
11 C 1.496 -0.415 -0.307  N48 1.389, S93 1.858, C117 1.490
12 O -1.967 -6.369 4.157  C43 1.216
13 H -5.018 4.438 -9.865  C111 1.092
14 H -9.370 -1.876 0.222  C68 1.092
15 C -0.429 -1.289 4.757  H22 1.133, C35 1.613, C62 1.581, H82 1.129
16 C -2.729 3.173 -8.739  H21 1.091, H90 1.092, H92 1.092, C100 1.507
17 H -1.270 1.023 -1.250  C4 1.134
18 H 0.665 -2.044 -1.769  C117 1.123
19 H 4.458 0.167 -2.918  C46 1.122
20 H -1.397 6.208 -5.936  C27 1.091
21 H -1.693 3.250 -8.404  C16 1.091
22 H -0.984 -0.888 5.660  C15 1.133
23 C -0.038 7.008 0.659  H8 1.092, C38 1.508, H59 1.092, H86 1.091
24 O -1.022 0.525 0.788  C4 1.460, S93 1.658
25 H -3.212 -1.096 1.133  C85 1.137
26 O 3.906 2.878 -3.114  C56 1.218
27 C -0.486 5.691 -6.238  H20 1.091, H29 1.089, C66 1.506, H80 1.092
28 H 0.200 7.176 -8.565  C110 1.092
29 H -0.673 5.088 -7.126  C27 1.089
30 O -2.841 -6.837 9.510  C81 1.214
31 H -1.236 0.159 3.306  C35 1.140
32 H -5.237 -6.157 -6.010  C10 1.092
33 H -0.427 -6.910 6.767  C5 1.092
34 C -4.758 -3.665 -4.717  H6 1.092, H61 1.092, H79 1.092, C105 1.507
35 C -0.200 -0.077 3.717  C15 1.613, H31 1.140, C37 1.592, H132 1.133
36 C 2.544 -1.043 -2.556  C46 1.515, H60 1.135, C117 1.526
37 C 0.858 -0.444 2.585  H9 1.143, C35 1.592, S93 1.838, H116 1.130
38 C 0.303 8.248 -0.129  C23 1.508, O95 1.212, C120 1.507
39 C -7.406 -3.750 -0.640  H2 1.091, H52 1.092, H70 1.092, C125 1.506
40 H 8.328 -2.784 2.094  C50 1.091
41 C 9.197 -1.134 3.128  O45 1.217, C50 1.506, C112 1.506
42 H -2.643 -4.090 3.172  C51 1.118
43 C -1.960 -6.850 5.274  C5 1.507, O12 1.216, C76 1.505
44 C -2.237 -1.027 -0.864  C4 1.581, H63 1.131, C85 1.607, H115 1.144
45 O 8.153 -0.509 3.116  C41 1.217
46 C 3.607 -0.021 -2.212  H19 1.122, C36 1.515, C54 1.504
47 H -2.772 1.007 -0.236  C4 1.142
48 N 2.452 0.530 0.042  C11 1.389, C54 1.381
49 H -3.472 -7.901 6.362  C76 1.092
50 C 9.297 -2.504 2.511  H40 1.091, C41 1.506, H58 1.092, H103 1.092
51 C -2.128 -3.194 3.599  H42 1.118, C62 1.227
52 H -8.377 -4.018 -1.061  C39 1.092
53 H 2.566 4.902 -1.220  C88 1.092
54 C 3.462 0.679 -0.888  C46 1.504, N48 1.381, H102 1.137
55 O -5.732 -5.155 -3.143  C105 1.214
56 C 3.308 3.929 -2.976  O26 1.218, C88 1.506, C128 1.504
57 H -5.480 3.746 -8.279  C111 1.092
58 H 9.575 -3.236 3.272  C50 1.092
59 H -0.664 6.345 0.056  C23 1.092
60 H 2.552 -1.626 -3.530  C36 1.135
61 H -4.440 -3.126 -3.822  C34 1.092
62 C -1.401 -2.311 4.044  C15 1.581, C51 1.227
63 H -1.401 -1.675 -1.263  C44 1.131
64 H 0.105 -7.365 5.137  C5 1.091
65 H 11.230 -0.475 3.012  C112 1.092
66 C 0.602 6.693 -6.520  C27 1.506, C110 1.506, O123 1.217
67 H 2.670 5.383 -4.407  C128 1.090
68 C -8.358 -1.698 0.589  H1 1.092, H14 1.092, H101 1.091, C125 1.507
69 H -1.030 -4.767 10.891  C114 1.092
70 H -7.233 -4.297 0.290  C39 1.092
71 H 1.342 4.520 -3.575  C128 1.092
72 H 1.216 8.352 -7.710  C110 1.091
73 H 7.684 1.505 3.577  C84 1.088
74 H 10.769 -1.214 4.578  C112 1.092
75 H 2.290 3.706 -4.835  C128 1.092
76 C -3.200 -6.871 6.127  C43 1.505, H49 1.092, H126 1.091, H133 1.092
77 O -6.532 -1.557 -0.928  C125 1.217
78 H -0.870 -8.505 6.083  C5 1.092
79 H -5.387 -3.005 -5.318  C34 1.092
80 H -0.170 5.032 -5.427  C27 1.092
81 C -1.732 -6.530 9.899  O30 1.214, C114 1.507, C134 1.507
82 H 0.561 -1.760 5.025  C15 1.129
83 O 7.214 3.966 1.796  C91 1.214
84 C 6.850 2.123 3.251  H7 1.092, H73 1.088, C91 1.506, H131 1.092
85 C -3.038 -1.825 0.278  H25 1.137, C44 1.607, H122 1.128, H124 1.132
86 H -0.590 7.290 1.557  C23 1.091
87 H 4.235 4.314 -1.093  C88 1.092
88 C 3.511 4.790 -1.756  H53 1.092, C56 1.506, H87 1.092, H113 1.092
89 H -0.514 -7.344 11.459  C134 1.092
90 H -3.198 2.327 -8.234  C16 1.092
91 C 7.171 2.760 1.925  O83 1.214, C84 1.506, C109 1.508
92 H -2.737 3.019 -9.820  C16 1.092
93 S 0.121 -0.669 0.916  C11 1.858, O24 1.658, C37 1.838
94 H 2.035 7.595 -1.204  C120 1.092
95 O -0.028 9.349 0.256  C38 1.212
96 H -1.240 -8.549 10.378  C134 1.091
97 H 1.246 9.037 -1.872  C120 1.091
98 H 0.131 -7.580 9.805  C134 1.092
99 H -6.605 -6.611 -4.977  C10 1.091
100 C -3.461 4.446 -8.397  C16 1.507, O104 1.215, C111 1.506
101 H -8.203 -0.621 0.679  C68 1.091
102 H 4.284 1.419 -0.625  C54 1.137
103 H 10.035 -2.497 1.707  C50 1.092
104 O -2.901 5.365 -7.833  C100 1.215
105 C -5.537 -4.889 -4.312  C10 1.506, C34 1.507, O55 1.214
106 H 8.300 1.206 0.979  C109 1.091
107 H 6.558 1.223 0.567  C109 1.092
108 H -0.525 8.299 -7.373  C110 1.092
109 C 7.439 1.839 0.762  C91 1.508, H106 1.091, H107 1.092, H129 1.092
110 C 0.351 7.694 -7.616  H28 1.092, C66 1.506, H72 1.091, H108 1.092
111 C -4.914 4.533 -8.782  H3 1.091, H13 1.092, H57 1.092, C100 1.506
112 C 10.441 -0.568 3.761  C41 1.506, H65 1.092, H74 1.092, H118 1.091
113 H 3.896 5.767 -2.052  C88 1.092
114 C -1.264 -5.097 9.877  H69 1.092, C81 1.507, H119 1.091, H127 1.092
115 H -2.968 -0.900 -1.734  C44 1.144
116 H 1.451 -1.374 2.829  C37 1.130
117 C 1.437 -1.265 -1.530  C11 1.490, H18 1.123, C36 1.526
118 H 10.223 0.423 4.164  C112 1.091
119 H -2.057 -4.463 9.478  C114 1.091
120 C 1.070 8.063 -1.412  C38 1.507, H94 1.092, H97 1.091, H121 1.092
121 H 0.493 7.447 -2.106  C120 1.092
122 H -4.015 -2.167 -0.170  C85 1.128
123 O 1.644 6.695 -5.890  C66 1.217
124 H -2.431 -2.728 0.589  C85 1.132
125 C -7.353 -2.268 -0.379  C39 1.506, C68 1.507, O77 1.217
126 H -4.023 -6.408 5.580  C76 1.091
127 H -0.384 -5.003 9.237  C114 1.092
128 C 2.337 4.423 -4.013  C56 1.504, H67 1.090, H71 1.092, H75 1.092
129 H 7.656 2.433 -0.127  C109 1.092
130 H -6.753 -5.203 -6.045  C10 1.092
131 H 6.680 2.904 3.995  C84 1.092
132 H 0.126 0.846 4.286  C35 1.133
133 H -3.028 -6.307 7.046  C76 1.092
134 C -0.770 -7.565 10.421  C81 1.507, H89 1.092, H96 1.091, H98 1.092

- LUMO: -3.53 eV
- F_max: 0.07923 hartree/bohr
- Spin multiplicity: 1
- Net charge: +1
- Kohn-Sham gap: 7.297 eV